Record 1
C29H48MoN7O14P3 | ωB97M-V/def2-TZVPD

Output
**Kohn-Sham gap (alpha / beta)**: 7.55 / 7.68 eV
**Energy above the lowest of the compared OMol25 structures with the same formula, charge and spin**: 0.0 kJ/mol
**E**: -3663.31275 hartree
**Spin multiplicity**: 3
**HOMO (alpha / beta)**: -7.541 / -7.978 eV
**Maximum force**: 0.6 eV/A

Each line ends with the Löwdin charge.
Geometry (Å):
Mo: 0.444 0.022 -0.882  1.82
C: 4.800 -1.508 -1.290  -0.06
O: 4.899 -0.762 -0.078  -0.11
C: 4.618 0.579 -0.187  -0.24
C: 5.576 1.496 0.188  0.00
C: 5.312 2.868 0.159  -0.08
C: 4.084 3.312 -0.273  -0.03
C: 3.098 2.394 -0.650  -0.16
C: 1.841 2.850 -1.165  -0.03
N: 0.821 2.111 -1.441  -0.08
N: -0.207 2.827 -2.058  0.11
C: -1.228 2.063 -2.203  -0.41
O: -1.207 0.806 -1.816  -0.26
C: -2.472 2.570 -2.819  -0.15
C: -2.615 3.927 -3.100  -0.03
C: -3.787 4.391 -3.671  -0.08
C: -4.821 3.508 -3.959  -0.08
C: -4.682 2.159 -3.671  -0.06
C: -3.509 1.688 -3.101  -0.03
C: 3.342 1.021 -0.588  -0.26
O: 2.428 0.139 -0.924  -0.25
H: 5.383 -2.415 -1.143  0.09
H: 5.220 -0.941 -2.124  0.10
H: 3.763 -1.756 -1.517  0.06
H: 6.535 1.119 0.519  0.12
H: 6.073 3.570 0.469  0.10
H: 3.859 4.371 -0.312  0.12
H: 1.733 3.906 -1.391  0.14
H: -1.805 4.603 -2.863  0.11
H: -3.900 5.446 -3.885  0.10
H: -5.739 3.876 -4.398  0.10
H: -5.493 1.472 -3.875  0.11
H: -3.403 0.644 -2.842  0.09
C: -4.732 -2.978 -0.044  -0.07
C: -3.901 -1.836 -0.631  -0.58
O: -4.385 -1.492 -1.928  -0.07
P: -4.045 -0.368 0.455  0.44
O: -5.588 0.050 0.358  -0.10
O: -3.391 0.825 -0.329  -0.11
O: -3.625 -0.670 1.830  -0.26
P: -2.135 -2.330 -0.851  0.42
O: -1.841 -3.509 0.226  -0.13
O: -2.033 -2.863 -2.242  -0.29
O: -1.219 -1.220 -0.386  -0.41
H: -5.783 -2.693 -0.067  0.09
H: -4.442 -3.191 0.985  0.08
H: -4.623 -3.875 -0.661  0.08
H: -3.845 -2.000 -2.556  0.07
H: -5.978 -0.003 1.239  0.09
H: -2.507 0.637 -0.705  0.03
H: -2.373 -4.290 0.036  0.07
C: -0.157 -4.560 -3.815  -0.04
N: 0.321 -3.181 -3.891  -0.14
C: -0.225 -2.404 -4.996  -0.04
C: 0.607 -2.494 -2.750  -0.42
N: 0.577 -1.205 -2.659  0.05
N: 0.996 -3.293 -1.688  0.17
C: 1.237 -2.967 -0.364  -0.47
N: 1.577 -4.076 0.387  0.17
N: 1.202 -1.780 0.077  0.07
H: -0.329 -4.908 -4.830  0.09
H: -1.086 -4.618 -3.245  0.08
H: 0.591 -5.233 -3.394  0.08
H: -0.306 -3.050 -5.865  0.09
H: 0.449 -1.588 -5.258  0.09
H: -1.216 -2.008 -4.749  0.10
H: 0.138 -0.775 -3.461  0.07
H: 1.199 -4.249 -1.916  0.12
H: 0.959 -4.864 0.254  0.10
H: 1.693 -3.866 1.367  0.10
H: 1.358 -1.647 1.075  0.08
C: 2.136 -0.524 4.813  -0.02
C: 2.804 -0.345 3.458  -0.60
C: 3.801 0.804 3.478  -0.02
C: 3.486 -1.632 3.017  -0.02
O: 1.780 -0.139 2.443  -0.19
P: 0.898 1.181 2.198  0.31
O: 1.668 2.433 2.109  -0.23
O: 0.092 0.768 0.953  -0.39
O: -0.113 1.110 3.413  -0.15
C: -1.031 2.181 3.795  -0.61
C: -0.255 3.171 4.651  -0.03
C: -1.623 2.854 2.565  -0.03
C: -2.113 1.470 4.589  -0.02
H: 2.888 -0.784 5.559  0.09
H: 1.391 -1.320 4.769  0.09
H: 1.635 0.391 5.124  0.08
H: 4.623 0.546 4.149  0.09
H: 3.337 1.727 3.821  0.08
H: 4.200 0.983 2.480  0.07
H: 4.280 -1.899 3.715  0.09
H: 3.917 -1.515 2.020  0.08
H: 2.761 -2.452 3.008  0.07
H: 0.556 3.613 4.072  0.08
H: 0.164 2.668 5.524  0.08
H: -0.920 3.965 4.997  0.09
H: -0.850 3.362 1.987  0.08
H: -2.358 3.595 2.884  0.09
H: -2.122 2.122 1.932  0.07
H: -1.675 0.963 5.451  0.09
H: -2.611 0.730 3.962  0.07
H: -2.848 2.194 4.947  0.09

---

Record 2
C29H48N3O12 | ωB97M-V/def2-TZVPD

Output
**Net charge**: +1
**Kohn-Sham gap**: 5.61 eV
**Energy above the lowest of the compared OMol25 structures with the same formula, charge and spin**: 328.9 kJ/mol
**E**: -2200.62437 hartree
**HOMO**: -11.551 eV
**Maximum force**: 5.3 eV/A

Each line ends with the Löwdin charge.
Geometry (Å):
C: 2.667 1.709 -2.012  -0.07
C: 2.684 3.142 -2.703  -0.21
O: 1.444 3.514 -3.362  -0.05
C: 0.567 4.177 -2.459  -0.38
O: 0.845 5.223 -1.863  0.07
C: -0.847 3.505 -2.246  -0.09
C: -1.972 4.490 -1.682  -0.14
C: -3.421 3.999 -2.198  -0.17
N: -3.827 2.673 -1.639  -0.09
C: -3.466 1.453 -2.398  -0.14
C: -4.478 1.344 -3.679  -0.09
N: -5.507 2.332 -3.186  0.07
C: -5.317 2.629 -1.762  -0.14
N: -6.230 2.778 -0.784  0.18
H: 3.747 1.507 -1.679  0.07
H: 2.040 1.663 -1.064  0.07
H: 2.397 0.852 -2.711  0.08
H: 3.510 3.134 -3.498  0.13
H: 3.020 3.888 -1.906  0.12
H: -0.823 2.603 -1.536  0.14
H: -1.245 3.103 -3.246  0.12
H: -1.992 4.528 -0.550  0.12
H: -1.816 5.565 -2.048  0.13
H: -3.499 4.016 -3.347  0.14
H: -4.215 4.755 -1.842  0.14
H: -2.394 1.284 -2.716  0.13
H: -3.714 0.613 -1.678  0.11
H: -3.920 1.602 -4.630  0.14
H: -4.849 0.271 -3.547  0.14
H: -5.446 3.120 -3.844  0.15
H: -6.514 1.915 -0.289  0.16
H: -6.623 3.672 -0.483  0.14
O: 5.966 1.474 -2.182  0.11
C: 6.603 2.231 -2.865  -0.47
O: 6.127 2.816 -3.997  0.01
C: 7.175 3.567 -4.623  -0.16
C: 8.170 3.854 -3.522  -0.16
C: 8.035 2.633 -2.634  -0.08
H: 7.606 2.962 -5.426  0.13
H: 6.764 4.482 -5.052  0.13
H: 9.184 4.020 -3.890  0.12
H: 7.863 4.747 -2.967  0.12
H: 8.690 1.821 -2.956  0.14
H: 8.210 2.876 -1.586  0.13
O: 3.314 2.451 3.153  0.12
C: 2.853 3.418 2.610  -0.48
O: 2.802 3.579 1.260  0.02
C: 2.294 4.885 0.955  -0.16
C: 1.525 5.311 2.185  -0.16
C: 2.296 4.635 3.301  -0.08
H: 3.139 5.548 0.744  0.14
H: 1.656 4.834 0.072  0.09
H: 1.452 6.394 2.294  0.12
H: 0.508 4.907 2.145  0.12
H: 3.123 5.252 3.657  0.14
H: 1.644 4.352 4.127  0.13
O: -5.416 -2.110 -1.092  0.10
C: -4.313 -2.527 -1.339  -0.48
O: -3.274 -1.731 -1.710  -0.02
C: -2.139 -2.550 -2.035  -0.15
C: -2.377 -3.858 -1.316  -0.15
C: -3.889 -3.970 -1.331  -0.06
H: -2.097 -2.674 -3.121  0.13
H: -1.224 -2.060 -1.700  0.13
H: -1.870 -4.703 -1.782  0.13
H: -2.026 -3.782 -0.283  0.09
H: -4.253 -4.453 -2.241  0.14
H: -4.264 -4.484 -0.447  0.13
O: -1.582 -5.765 1.613  0.11
C: -1.809 -4.853 2.365  -0.47
O: -1.678 -3.541 2.023  0.00
C: -1.919 -2.725 3.177  -0.16
C: -2.738 -3.587 4.111  -0.15
C: -2.225 -4.979 3.804  -0.08
H: -0.955 -2.442 3.611  0.13
H: -2.453 -1.820 2.882  0.12
H: -2.637 -3.303 5.159  0.12
H: -3.798 -3.520 3.844  0.12
H: -1.352 -5.232 4.405  0.11
H: -3.004 -5.730 3.923  0.13
O: -1.874 -7.036 5.883  0.11
C: -0.767 -7.438 5.635  -0.47
O: 0.267 -6.634 5.269  0.01
C: 1.406 -7.442 4.942  -0.15
C: 1.178 -8.756 5.652  -0.16
C: -0.332 -8.879 5.634  -0.07
H: 1.450 -7.558 3.855  0.13
H: 2.317 -6.946 5.280  0.13
H: 1.693 -9.595 5.182  0.12
H: 1.528 -8.684 6.687  0.12
H: -0.691 -9.359 4.721  0.14
H: -0.705 -9.401 6.515  0.13

---

Record 3
C29H48NOP3STb | ωB97M-V/def2-TZVPD

Output
**Net charge**: +3
**Kohn-Sham gap (alpha / beta)**: 4.00 / 4.22 eV
**Energy above the lowest of the compared OMol25 structures with the same formula, charge and spin**: 35.8 kJ/mol
**E**: -3509.53292 hartree
**Spin multiplicity**: 7
**HOMO (alpha / beta)**: -14.431 / -14.432 eV
**Maximum force**: 3.1 eV/A

Each line ends with the Löwdin charge.
Geometry (Å):
Tb: 0.064 -0.212 -0.120  1.17
P: 2.363 0.742 1.372  0.73
P: -0.536 2.182 -1.396  0.69
P: 2.253 -0.573 -1.918  0.69
H: -1.208 -2.626 0.163  0.08
C: -0.148 -2.692 -0.132  -0.13
C: 0.892 -2.445 0.742  -0.14
H: 0.742 -2.213 1.816  0.08
C: 2.110 1.142 3.141  -0.27
C: 3.053 2.350 0.796  -0.24
C: 3.927 -0.225 1.529  -0.24
C: -1.898 1.818 -2.562  -0.26
C: -1.350 3.467 -0.395  -0.25
C: 0.587 3.137 -2.484  -0.24
C: 3.178 -2.143 -1.849  -0.24
C: 3.556 0.619 -2.340  -0.25
C: 1.438 -0.778 -3.547  -0.27
H: 0.034 -3.100 -1.128  0.09
H: 1.921 -2.743 0.508  0.08
H: 1.525 0.348 3.618  0.03
H: 1.547 2.074 3.248  0.04
H: 3.072 1.247 3.662  0.07
H: 2.271 3.116 0.858  0.05
H: 3.378 2.291 -0.249  0.02
H: 3.902 2.645 1.429  0.08
H: 3.703 -1.198 1.991  0.05
H: 4.634 0.329 2.173  0.07
H: 4.387 -0.417 0.549  0.03
H: -2.272 2.709 -3.082  0.09
H: -2.740 1.273 -2.106  0.07
H: -1.368 1.198 -3.289  0.00
H: -1.906 4.140 -1.062  0.07
H: -0.578 4.021 0.154  0.05
H: -2.040 2.975 0.305  0.04
H: 0.056 4.010 -2.893  0.08
H: 0.957 2.525 -3.323  0.05
H: 1.438 3.485 -1.881  0.05
H: 3.573 -2.350 -2.855  0.07
H: 2.523 -2.970 -1.546  0.04
H: 4.010 -2.060 -1.137  0.06
H: 4.063 0.256 -3.242  0.08
H: 4.280 0.691 -1.521  0.04
H: 3.119 1.604 -2.542  0.04
H: 2.189 -1.137 -4.269  0.08
H: 0.995 0.158 -3.919  0.05
H: 0.637 -1.526 -3.457  0.02
C: -1.467 -1.236 -5.465  -0.31
C: -2.535 -1.069 -6.377  -0.02
C: -2.909 -2.205 -7.124  -0.06
C: -2.238 -3.438 -6.965  -0.07
C: -1.031 -3.472 -6.250  -0.07
C: -0.572 -2.313 -5.590  -0.04
O: -1.414 -0.451 -4.328  -0.08
H: -2.334 -0.045 -4.132  0.13
H: -3.067 -0.096 -6.395  0.13
H: -3.754 -2.130 -7.816  0.12
H: -2.651 -4.357 -7.407  0.12
H: -0.458 -4.406 -6.199  0.12
H: 0.430 -2.277 -5.158  0.07
N: -0.870 0.429 1.761  -0.52
S: -2.148 0.024 2.769  1.13
C: -2.337 1.419 3.896  -0.40
C: -3.653 1.866 4.122  -0.06
C: -3.871 2.944 4.976  -0.03
C: -2.783 3.556 5.610  -0.02
C: -1.480 3.084 5.414  -0.03
C: -1.254 2.003 4.555  -0.11
C: -1.552 -1.333 3.816  -0.38
C: -0.993 -1.145 5.076  -0.06
C: -0.373 -2.212 5.726  -0.03
C: -0.407 -3.487 5.155  -0.03
C: -1.096 -3.707 3.954  -0.05
C: -1.678 -2.626 3.293  -0.11
H: -0.524 1.352 2.064  -0.01
H: -4.493 1.371 3.640  0.12
H: -4.877 3.311 5.171  0.13
H: -2.925 4.418 6.266  0.13
H: -0.619 3.516 5.930  0.13
H: -0.253 1.583 4.435  0.08
H: -1.027 -0.167 5.533  0.10
H: 0.127 -2.029 6.679  0.13
H: 0.117 -4.308 5.656  0.13
H: -1.159 -4.717 3.542  0.13
H: -2.204 -2.792 2.357  0.10

---

Record 4
C29H49BBaN4O2P2 | ωB97M-V/def2-TZVPD

Output
**Kohn-Sham gap**: 6.15 eV
**Energy above the lowest of the compared OMol25 structures with the same formula, charge and spin**: 35.3 kJ/mol
**E**: -2237.11220 hartree
**HOMO**: -6.382 eV
**Maximum force**: 0.3 eV/A

Each line ends with the Löwdin charge.
Geometry (Å):
Ba: -0.969 -2.190 -0.942  1.63
C: -1.205 1.170 -2.952  -0.09
C: -1.035 2.103 -1.751  -0.70
C: -1.370 1.321 -0.472  -0.15
C: -2.057 3.235 -1.875  -0.11
P: 0.705 2.795 -1.441  1.15
C: 1.790 1.388 -2.051  -0.31
N: 2.255 0.516 -0.994  -0.06
B: 1.631 -0.711 -0.518  -0.50
N: 2.544 -1.099 0.570  -0.08
C: 2.406 -2.179 1.521  -0.32
P: 0.624 -2.479 1.938  1.03
C: 0.298 -1.262 3.325  -0.69
C: -1.208 -1.265 3.613  -0.10
C: 1.075 -1.513 4.616  -0.09
C: 0.675 0.129 2.791  -0.08
C: 0.710 -4.238 2.597  -0.71
C: 0.710 -5.114 1.333  -0.13
C: -0.556 -4.565 3.392  -0.10
C: 1.945 -4.586 3.432  -0.09
C: 3.597 -0.204 0.680  -0.20
C: 4.698 -0.185 1.520  -0.03
C: 5.601 0.871 1.410  -0.11
C: 5.406 1.878 0.476  -0.11
C: 4.304 1.859 -0.379  -0.02
C: 3.405 0.812 -0.276  -0.18
C: 1.072 4.126 -2.733  -0.72
C: 2.579 4.411 -2.628  -0.13
C: 0.727 3.803 -4.184  -0.09
C: 0.365 5.424 -2.313  -0.12
H: -2.265 0.939 -3.092  0.08
H: -0.689 0.217 -2.813  0.03
H: -0.828 1.591 -3.885  0.07
H: -2.338 0.820 -0.590  0.07
H: -1.439 1.982 0.394  0.09
H: -0.590 0.584 -0.251  -0.01
H: -3.064 2.821 -1.770  0.09
H: -2.005 3.725 -2.849  0.07
H: -1.923 3.989 -1.098  0.08
H: 2.647 1.823 -2.565  0.07
H: 1.269 0.784 -2.791  0.07
H: 2.947 -1.935 2.440  0.08
H: 2.845 -3.111 1.146  0.09
H: -1.549 -2.208 4.041  0.06
H: -1.791 -1.083 2.708  0.06
H: -1.433 -0.473 4.333  0.09
H: 0.765 -2.433 5.114  0.06
H: 0.887 -0.688 5.308  0.09
H: 2.152 -1.554 4.445  0.08
H: 0.180 0.354 1.844  0.06
H: 1.749 0.242 2.639  0.08
H: 0.358 0.875 3.525  0.09
H: -0.243 -5.027 0.800  0.06
H: 0.830 -6.165 1.606  0.09
H: 1.520 -4.856 0.646  0.07
H: -1.458 -4.268 2.853  0.08
H: -0.565 -4.073 4.366  0.07
H: -0.606 -5.643 3.567  0.09
H: 2.871 -4.450 2.873  0.07
H: 1.895 -5.639 3.727  0.09
H: 2.008 -3.992 4.342  0.06
H: 4.869 -0.974 2.242  0.10
H: 6.467 0.901 2.059  0.09
H: 6.119 2.689 0.404  0.09
H: 4.163 2.650 -1.102  0.08
H: 3.187 3.631 -3.085  0.06
H: 2.891 4.533 -1.589  0.07
H: 2.802 5.343 -3.155  0.08
H: 1.204 2.878 -4.516  0.08
H: 1.080 4.612 -4.832  0.08
H: -0.348 3.713 -4.337  0.06
H: 0.588 5.669 -1.272  0.08
H: -0.715 5.371 -2.425  0.05
H: 0.721 6.247 -2.939  0.08
C: -6.674 -0.650 -3.270  -0.02
N: -5.712 -0.973 -2.227  -0.06
C: -6.067 -0.862 -0.918  -0.06
C: -5.212 -1.124 0.088  0.01
C: -3.877 -1.531 -0.273  -0.60
O: -2.990 -1.782 0.595  -0.28
N: -3.542 -1.639 -1.577  -0.02
C: -4.406 -1.363 -2.589  -0.54
O: -4.099 -1.434 -3.770  0.02
H: -7.598 -1.207 -3.112  0.09
H: -6.236 -0.930 -4.222  0.08
H: -6.892 0.419 -3.276  0.09
H: -7.088 -0.547 -0.743  0.13
H: -5.494 -1.036 1.124  0.11

---

Record 5
C29H49BCuN6O2 | ωB97M-V/def2-TZVPD

Output
**Net charge**: -1
**Kohn-Sham gap**: 6.18 eV
**E**: -3278.93165 hartree
**HOMO**: -3.394 eV
**Maximum force**: 0.7 eV/A

Each line ends with the Löwdin charge.
Geometry (Å):
Cu: 0.021 -1.080 1.637  0.29
C: 5.007 -0.594 1.726  -0.08
C: 3.682 -1.362 1.811  -0.36
C: 2.918 -0.956 3.066  -0.07
C: 2.908 -1.145 0.539  -0.25
C: 3.362 -1.375 -0.771  0.02
C: 2.347 -0.951 -1.606  -0.21
C: 2.399 -1.131 -3.099  -0.34
C: 1.587 -2.375 -3.500  -0.06
C: 2.062 0.113 -3.927  -0.07
N: 1.336 -0.495 -0.817  0.07
N: 1.692 -0.630 0.481  0.07
B: 0.017 0.306 -1.109  -0.43
N: -1.284 -0.553 -0.901  0.07
N: -1.613 -0.748 0.396  0.07
C: -2.790 -1.353 0.448  -0.24
C: -3.244 -1.563 -0.863  0.01
C: -2.282 -1.017 -1.696  -0.19
C: -2.508 -0.930 -3.191  -0.34
C: -3.734 -0.044 -3.467  -0.07
C: -1.347 -0.451 -4.052  -0.07
C: -3.547 -1.625 1.719  -0.35
C: -4.928 -0.962 1.631  -0.08
C: -2.818 -1.146 2.971  -0.08
N: -0.073 1.498 -0.086  0.06
N: -0.030 1.211 1.234  0.09
C: -0.143 2.339 1.907  -0.28
C: -0.270 3.410 1.004  0.01
C: -0.228 2.833 -0.255  -0.20
C: -0.269 3.658 -1.519  -0.35
C: 1.134 4.217 -1.807  -0.06
C: -0.831 2.992 -2.776  -0.08
C: -0.087 2.358 3.404  -0.37
C: -1.338 3.013 3.993  -0.07
C: 1.179 3.087 3.866  -0.07
H: 5.616 -0.781 2.614  0.07
H: 4.817 0.480 1.657  0.08
H: 5.580 -0.894 0.846  0.06
H: 3.913 -2.430 1.878  0.13
H: 2.620 0.094 3.011  0.07
H: 3.543 -1.108 3.950  0.08
H: 2.013 -1.555 3.158  0.04
H: 4.303 -1.798 -1.088  0.10
H: 3.448 -1.356 -3.311  0.12
H: 0.634 -2.404 -2.974  0.07
H: 2.131 -3.278 -3.222  0.08
H: 1.405 -2.401 -4.578  0.08
H: 1.002 0.348 -3.906  0.02
H: 2.354 -0.044 -4.969  0.08
H: 2.611 0.972 -3.538  0.08
H: 0.057 0.721 -2.215  0.07
H: -4.156 -2.050 -1.174  0.11
H: -2.763 -1.946 -3.511  0.14
H: -3.538 0.979 -3.141  0.07
H: -4.609 -0.409 -2.932  0.07
H: -3.962 -0.032 -4.537  0.07
H: -1.189 0.621 -3.926  0.05
H: -1.566 -0.641 -5.106  0.09
H: -0.433 -0.973 -3.793  0.03
H: -3.693 -2.706 1.802  0.14
H: -4.824 0.123 1.558  0.08
H: -5.513 -1.193 2.524  0.07
H: -5.483 -1.310 0.757  0.06
H: -2.610 -0.075 2.907  0.07
H: -1.870 -1.674 3.074  0.02
H: -3.431 -1.343 3.854  0.08
H: -0.375 4.462 1.223  0.10
H: -0.922 4.502 -1.279  0.13
H: 1.829 3.392 -1.975  0.08
H: 1.495 4.800 -0.959  0.07
H: 1.124 4.859 -2.692  0.07
H: -0.080 2.355 -3.242  0.05
H: -1.121 3.758 -3.499  0.08
H: -1.707 2.385 -2.542  0.07
H: -0.038 1.317 3.737  0.13
H: -1.423 4.050 3.659  0.07
H: -1.302 3.007 5.085  0.07
H: -2.234 2.479 3.675  0.07
H: 1.174 4.120 3.510  0.07
H: 2.066 2.594 3.465  0.07
H: 1.252 3.100 4.957  0.07
C: 1.289 -5.046 1.982  -0.13
O: 1.220 -3.632 1.900  -0.20
C: 0.000 -3.008 2.266  -0.41
O: -0.881 -3.750 2.666  -0.06
H: 2.332 -5.320 2.150  0.07
H: 0.940 -5.500 1.049  0.08
H: 0.665 -5.412 2.799  0.07

---

Which of these has the lowest maximum force? C29H49BBaN4O2P2

---

Which formula does entry 1 have? C29H48MoN7O14P3